Record 1
The molecule C6H9N3, computed with ωB97M-V/def2-TZVPD.

Values from the calculation:
LUMO (spin up / spin down): 0.066 / 0.065 eV
Spin multiplicity: 1
Energy above the lowest of the compared OMol25 structures with the same formula, charge and spin: 127.58 kcal/mol
Gap between HOMO and LUMO (spin up / spin down): 7.7 / 7.7 eV

Element x y z (Å)
C 2.335 0.635 0.524
C 0.305 1.699 -0.143
C 2.587 -0.545 -0.092
C 2.787 -1.601 -0.819
C -2.782 1.087 0.096
C -1.776 -1.194 0.329
N 1.535 1.642 0.055
N -0.461 0.523 -0.088
N -1.704 0.274 0.161
H 2.803 1.022 1.404
H -0.187 2.658 -0.220
H 3.467 -1.669 -1.653
H 2.473 -2.587 -0.556
H -3.753 0.701 0.032
H -2.559 2.199 -0.178
H -2.693 -1.754 0.246
H -1.076 -1.599 -0.373
H -1.300 -1.489 1.274

These are the Löwdin partial charges, in e, on atoms 1 to 5:
1. C -0.185
2. C -0.217
3. C -0.068
4. C -0.025
5. C 0.060

***

Record 2
The ion C6H9N3 with charge +2, computed with ωB97M-V/def2-TZVPD.

Values from the calculation:
LUMO: -12.049 eV
Spin multiplicity: 1
Energy above the lowest of the compared OMol25 structures with the same formula, charge and spin: 92.77 kcal/mol
Charge: +2
Gap between HOMO and LUMO: 6.7 eV

Element x y z (Å)
C 1.129 -2.294 0.262
C 0.716 0.694 0.965
C -0.506 0.381 -1.011
C -0.915 -1.107 -0.628
C -0.170 1.291 0.124
C -0.698 2.635 0.232
N 1.438 -0.203 1.353
N 1.795 -1.364 1.189
N 0.139 -2.089 -0.422
H 1.532 -3.263 0.164
H -1.332 0.747 -1.629
H 0.282 0.165 -1.680
H -1.584 -1.253 0.185
H -1.477 -1.668 -1.411
H -0.328 3.210 0.983
H -1.868 2.559 0.166
H -0.665 3.152 -0.777
H 2.511 -1.594 1.935

These are the Löwdin partial charges, in e, on atoms 1 to 5:
1. C -0.051
2. C 0.237
3. C -0.029
4. C -0.105
5. C -0.090

***

Record 3
The molecule C6H9N3O, computed with ωB97M-V/def2-TZVPD.

Values from the calculation:
LUMO: 0.510 eV
Spin multiplicity: 1
SMILES: CC(=O)Nc1nccn1C
Energy above the lowest of the compared OMol25 structures with the same formula, charge and spin: 78.77 kcal/mol
Gap between HOMO and LUMO: 8.9 eV

Element x y z (Å)
C 3.108 -0.925 -0.610
C 2.026 -0.065 -0.124
C -0.420 0.239 -0.216
C -2.000 1.621 -0.028
C -2.556 0.433 0.469
C -1.469 -1.849 0.616
H 3.491 -0.443 -1.585
H 2.865 -1.910 -0.717
H 3.922 -0.743 -0.133
H 0.744 -1.125 -1.037
H -2.593 2.521 -0.224
H -3.711 0.038 0.881
H -2.264 -2.007 1.175
H -1.487 -2.606 -0.117
H -0.576 -2.304 1.148
N 0.786 -0.420 -0.612
N -0.712 1.527 -0.436
N -1.552 -0.415 0.286
O 2.228 0.877 0.662

These are the Löwdin partial charges, in e, on atoms 1 to 5:
1. C 0.019
2. C -0.469
3. C -0.263
4. C -0.185
5. C -0.098

***

Record 4
The molecule C6H9N3O, computed with ωB97M-V/def2-TZVPD.

Values from the calculation:
LUMO: 0.633 eV
Spin multiplicity: 1
SMILES: Cc1c[nH]c(CC(N)=O)n1
Energy above the lowest of the compared OMol25 structures with the same formula, charge and spin: 0.00 kcal/mol
Gap between HOMO and LUMO: 9.2 eV

Element x y z (Å)
C -0.024 -3.305 1.368
C 0.192 -2.178 0.413
C 0.037 -2.165 -0.952
N 0.333 -0.881 -1.348
C 0.661 -0.170 -0.245
C 1.015 1.281 -0.285
C -0.155 2.240 -0.473
N -1.064 2.307 0.509
N 0.599 -0.930 0.833
H -0.824 -3.066 2.083
H -0.305 -4.219 0.831
H 0.888 -3.510 1.948
H -0.227 -2.944 -1.659
H 0.324 -0.532 -2.297
H 1.509 1.566 0.658
H 1.730 1.478 -1.093
O -0.005 3.265 -1.158
H -1.600 1.473 0.733
H -1.262 3.347 0.673

These are the Löwdin partial charges, in e, on atoms 1 to 5:
1. C -0.054
2. C -0.355
3. C -0.062
4. N 0.089
5. C -0.364

***

Record 5
The molecule C6H9N3O, computed with ωB97M-V/def2-TZVPD.

Values from the calculation:
LUMO: 0.790 eV
Spin multiplicity: 1
SMILES: CCN(C=O)n1ccnc1
Energy above the lowest of the compared OMol25 structures with the same formula, charge and spin: 51.73 kcal/mol
Gap between HOMO and LUMO: 10.1 eV

Element x y z (Å)
C 3.215 -0.110 -0.690
C 1.890 0.008 -1.002
C 2.151 -1.000 0.942
C -0.695 -2.051 -0.275
C -2.253 0.854 -0.062
C -1.008 0.237 0.749
N 3.374 -0.788 0.503
N 1.208 -0.537 0.052
N -0.170 -0.769 0.134
O -1.811 -2.426 0.007
H 4.000 0.210 -1.173
H 1.329 0.274 -1.816
H 1.928 -1.387 1.866
H 0.139 -2.604 -0.805
H -2.779 0.085 -0.734
H -2.866 1.471 0.673
H -1.933 1.667 -0.753
H -0.445 1.024 1.126
H -1.597 -0.244 1.543

These are the Löwdin partial charges, in e, on atoms 1 to 5:
1. C -0.121
2. C -0.039
3. C -0.137
4. C -0.241
5. C -0.079

***

Record 6
The molecule C6H9N3O, computed with ωB97M-V/def2-TZVPD.

Values from the calculation:
LUMO (spin up / spin down): 0.315 / 0.148 eV
Spin multiplicity: 1
SMILES: C/C(n1ccnc1)=[N+](/C)[O-]
Energy above the lowest of the compared OMol25 structures with the same formula, charge and spin: 98.73 kcal/mol
Gap between HOMO and LUMO (spin up / spin down): 8.5 / 8.6 eV

Element x y z (Å)
C -2.731 -0.898 -0.249
C -1.420 -1.247 -0.541
C -1.496 0.520 0.753
C 0.795 -0.231 0.307
C 1.542 -1.519 0.605
C 0.894 2.113 -0.687
N -2.747 0.219 0.539
N -0.621 -0.281 0.068
N 1.561 1.004 -0.043
O 2.804 1.119 0.112
H -3.585 -1.472 -0.546
H -1.083 -2.098 -1.237
H -1.158 1.242 1.514
H 2.506 -1.538 0.148
H 1.696 -1.742 1.773
H 0.830 -2.364 0.133
H 0.381 2.748 0.017
H 0.189 1.589 -1.445
H 1.643 2.836 -1.222

These are the Löwdin partial charges, in e, on atoms 1 to 5:
1. C -0.153
2. C -0.080
3. C -0.192
4. C -0.153
5. C -0.034

***

energy above the lowest of the compared OMol25 structures with the same formula, charge and spin of number 1 (C6H9N3)?
127.58 kcal/mol

***

Number 6 is which compound?
C6H9N3O

***

What is the formula in the first record?
C6H9N3